ORCA calculation (the ωB97M-V functional and the def2-TZVPD basis) on a cluster of 12 separate species, C60H156N12O18 in total in a non-equilibrium geometry.

```
246
Properties=species:S:1:pos:R:3:forces:R:3
C 10.772618 25.085323 21.805635 0.45 0.56 1.99
O 10.429293 24.130316 22.800346 1.74 0.41 -0.12
C 9.090087 23.859842 22.779399 -1.02 -0.55 -1.33
C 8.782097 22.834538 23.814121 1.25 -0.59 1.16
C 9.775640 21.648412 23.738514 -0.66 -0.42 0.21
N 7.412454 22.429419 23.758296 -0.75 -0.23 -1.45
H 11.835655 25.309066 21.951395 -0.32 0.21 -0.09
H 10.141917 25.946421 22.066531 0.32 0.32 -0.78
H 10.652862 24.747558 20.798197 -0.49 -0.42 -0.76
H 8.456413 24.747669 22.901954 0.05 0.08 0.06
H 8.897629 23.437671 21.781513 -0.65 -0.05 -0.15
H 8.964994 23.354940 24.766480 -0.13 -0.30 0.04
H 9.466118 20.882953 24.435293 -0.51 -0.32 0.31
H 10.753598 21.879047 24.096371 0.89 0.57 -0.20
H 9.838885 21.116296 22.775880 -0.11 0.57 0.01
H 7.300855 21.737088 22.997893 -0.24 0.48 0.88
H 7.013600 22.107232 24.622073 0.15 -0.26 0.07
C 10.858277 18.744230 11.165244 -1.26 1.10 0.26
O 10.104056 19.375536 12.225628 0.42 -1.10 -0.26
C 10.390786 18.729685 13.476277 0.07 1.67 -0.64
C 11.779085 19.146130 13.928787 -0.55 -1.47 1.17
C 11.965325 18.517788 15.324387 -0.02 -0.31 -0.11
N 11.902939 20.561553 13.910689 0.25 0.75 1.13
H 10.649152 17.678238 11.178154 0.12 -0.26 -0.15
H 11.929443 18.933879 11.270477 -0.08 0.00 -0.23
H 10.424735 19.207620 10.265372 0.59 -0.36 0.08
H 9.657835 19.169653 14.163821 0.04 -0.47 0.05
H 10.332062 17.643122 13.385460 -0.23 -0.03 0.12
H 12.489479 18.691773 13.257043 0.53 -0.54 -0.25
H 11.182063 18.784575 16.056698 0.37 0.44 -0.34
H 12.960914 18.758353 15.695160 -0.04 0.02 0.32
H 11.882370 17.420751 15.272610 0.24 0.17 -0.21
H 11.451810 20.938293 13.106826 -0.09 0.41 -0.63
H 12.861901 20.886520 14.012156 -0.34 -0.07 -0.22
C 7.876411 25.589573 18.921403 -0.18 -1.08 -2.04
O 7.485803 24.459215 18.092895 -0.75 -0.12 1.12
C 8.500155 23.983286 17.254919 1.11 1.56 0.55
C 8.113186 22.792853 16.462426 -0.70 -0.58 -0.25
C 9.322499 22.089450 15.895508 0.80 -0.51 -0.30
N 7.197277 23.189874 15.399459 -0.67 -0.69 0.21
H 8.899811 25.457757 19.269877 0.09 0.17 0.05
H 7.189812 25.664083 19.739433 -0.37 -0.07 0.41
H 7.760650 26.433788 18.244265 0.40 0.58 0.40
H 8.765794 24.776059 16.547777 0.25 0.14 -0.20
H 9.382445 23.821984 17.864355 0.53 -0.40 0.27
H 7.550534 22.129706 17.137849 0.14 -0.10 -0.15
H 9.913275 21.466707 16.578643 -0.21 0.45 0.38
H 10.023702 22.766428 15.411349 0.12 0.40 0.15
H 9.111073 21.386518 15.103243 -0.70 -0.18 -0.32
H 6.469458 23.774140 15.816099 0.39 0.05 -0.79
H 7.638380 23.533201 14.550329 -0.20 0.29 0.52
C 6.188604 19.211283 14.705293 0.52 0.33 -0.35
O 6.269737 18.350897 15.807681 0.66 -0.03 0.11
C 7.647802 18.220822 16.176375 -1.18 -0.92 0.68
C 7.685149 17.726535 17.612287 -0.69 -1.17 -0.21
C 6.810976 18.670714 18.390560 0.14 1.65 0.90
N 9.057528 17.582876 18.056347 0.45 0.53 -0.19
H 5.149447 19.472355 14.494826 0.16 -0.19 0.01
H 6.693095 18.759123 13.841253 -0.36 -0.05 -0.23
H 6.771387 20.114977 14.919727 -0.34 0.30 -0.06
H 8.143448 17.553298 15.476024 0.35 0.03 -0.11
H 8.104610 19.196092 16.239957 0.44 0.63 -0.54
H 7.254687 16.709277 17.690102 0.00 0.35 -0.27
H 7.218650 19.706467 18.336001 0.02 -0.40 -0.23
H 6.825355 18.482165 19.456412 -0.15 -0.47 0.33
H 5.784923 18.777063 18.033790 0.17 -0.45 0.04
H 9.480479 18.506383 18.155571 0.02 -0.21 0.06
H 9.118639 17.110355 18.952814 -0.16 0.07 0.12
C 13.295756 14.712807 24.757829 -0.46 -0.52 -0.52
O 12.030667 14.521605 25.343445 -0.82 -0.81 -0.25
C 11.125145 13.733671 24.552177 0.64 0.45 0.23
C 9.884704 13.374496 25.353536 1.47 -1.09 0.32
C 10.349874 12.454948 26.530859 -0.70 0.99 -1.16
N 8.919408 12.761152 24.401588 0.40 1.19 0.64
H 13.795986 15.328626 25.469198 0.75 0.58 0.11
H 13.246170 15.130592 23.751200 -0.21 0.64 0.01
H 13.860139 13.792802 24.581413 -0.06 -0.42 0.49
H 10.829066 14.308591 23.686208 -0.05 0.23 -0.57
H 11.638784 12.816476 24.217284 -0.08 0.06 -0.01
H 9.590596 14.294951 25.866166 -0.91 0.04 -0.67
H 10.965600 13.055046 27.199760 0.14 -0.24 0.01
H 10.910907 11.636417 26.079206 -0.11 -0.30 0.48
H 9.436496 12.174605 27.040078 0.07 -0.62 0.34
H 9.290720 11.964400 23.894999 0.19 0.07 0.36
H 8.074155 12.490743 24.870292 -0.26 -0.21 0.12
C 11.427022 21.894353 19.715759 0.74 0.91 -1.17
O 12.359361 20.877019 19.972339 -1.13 -1.03 0.27
C 11.647231 19.713930 20.414384 0.77 -0.17 0.28
C 12.624623 18.535380 20.470609 -1.55 0.58 0.95
C 12.879563 18.083588 19.052544 0.43 -0.03 -0.05
N 12.032545 17.485247 21.317016 0.00 -0.71 -0.65
H 10.787290 21.632913 18.864430 0.03 0.03 -0.09
H 12.065230 22.738406 19.459545 -0.26 0.34 -0.35
H 10.770164 22.229769 20.509477 -0.03 -0.43 0.84
H 11.273882 19.949730 21.396279 -0.27 -0.09 0.73
H 10.771930 19.443114 19.811326 0.11 0.30 -0.42
H 13.478077 18.965780 20.980984 0.77 -0.04 -0.28
H 13.167933 18.968333 18.472403 0.05 -0.19 -0.08
H 11.989447 17.635427 18.591099 0.07 0.09 0.24
H 13.691432 17.359052 19.013584 0.04 -0.04 -0.04
H 12.725082 16.800281 21.592399 0.02 -0.12 -0.19
H 11.526242 17.755718 22.148395 0.06 0.66 0.03
C 14.649682 15.849795 16.424817 0.57 -0.82 0.25
O 15.977049 16.223686 16.086650 -0.65 -0.16 -0.12
C 16.584073 16.849660 17.183547 0.17 -0.28 0.21
C 17.081281 15.924782 18.306698 0.05 0.05 -0.33
N 16.195577 16.046855 19.451550 -0.27 -0.07 0.35
C 16.507269 15.094185 20.524830 -0.51 -0.36 -0.79
C 15.442239 15.175684 21.637135 1.13 1.37 -0.50
O 14.105604 15.027066 21.232572 -0.14 -1.10 -0.19
C 13.837747 13.689569 20.787248 0.37 0.01 0.61
H 14.102039 16.639764 16.947364 -0.03 0.26 -0.39
H 14.682002 15.004128 17.131161 -0.07 -0.09 -0.10
H 14.150699 15.509774 15.528056 -0.23 0.12 -0.16
H 15.798213 17.432054 17.665919 0.36 0.96 -0.02
H 17.412661 17.421387 16.765280 -0.15 0.28 0.20
H 18.088192 16.243288 18.593572 -0.05 -0.22 0.08
H 17.138338 14.891906 17.933254 0.11 -0.03 -0.07
H 15.234539 15.914075 19.109330 0.46 -0.07 0.54
H 17.501928 15.318293 20.940933 -0.34 0.15 0.05
H 16.613207 14.090589 20.071137 -0.15 -0.10 0.40
H 15.506114 16.217814 21.950739 -0.09 0.06 0.32
H 15.745461 14.561784 22.484190 -0.30 -0.44 0.09
H 12.764815 13.485438 20.836639 0.17 0.27 -0.16
H 14.358631 12.962953 21.434421 -0.22 0.18 0.01
H 14.241087 13.533497 19.791816 -0.19 0.00 -0.38
C 16.802283 21.623768 16.274352 -1.61 -0.07 0.24
O 15.486378 22.102472 15.931655 1.12 -0.23 0.19
C 14.474701 21.575952 16.796150 0.07 0.15 -1.68
C 13.340333 22.550727 16.615920 -0.54 0.43 0.88
N 13.538431 23.795714 17.384996 -0.40 -0.37 -0.68
C 12.589546 24.788882 16.927205 0.29 1.87 1.00
C 12.787412 26.159417 17.640408 -0.58 -0.20 -2.12
O 11.694873 26.979366 17.213734 0.07 -0.27 0.23
C 11.677719 28.248674 17.822647 0.34 0.20 -0.23
H 16.768727 20.544601 16.512652 0.15 0.13 -0.54
H 17.055297 22.100147 17.216622 0.68 0.36 0.04
H 17.438099 21.864234 15.424764 0.22 -0.09 0.32
H 14.866447 21.477476 17.811578 -0.35 -0.05 0.10
H 14.204182 20.615906 16.317267 -0.11 -0.04 0.85
H 12.359018 22.145478 16.880567 0.16 -0.24 0.35
H 13.225528 22.755230 15.552769 0.29 0.04 -0.39
H 14.474757 24.150153 17.249199 0.37 -0.11 -0.07
H 11.606490 24.516180 17.262217 -0.74 -0.56 -0.34
H 12.594108 25.055797 15.846248 -0.05 -0.64 0.33
H 13.679420 26.620424 17.237205 0.73 0.18 0.28
H 12.805966 26.097985 18.700466 0.15 -0.25 1.14
H 11.663094 28.170684 18.911615 -0.24 -0.07 0.19
H 10.763546 28.738669 17.457578 0.45 0.06 0.22
H 12.590571 28.852743 17.592787 -0.59 -0.31 -0.19
C 8.107504 10.254585 16.975707 0.17 1.70 -0.21
O 8.182128 11.011154 15.768605 -1.01 -0.71 -0.06
C 9.242596 10.548522 14.962001 0.36 -0.16 0.89
C 9.279407 11.381517 13.738532 0.09 0.95 -0.64
N 10.064245 12.626665 13.881982 -0.65 -0.37 0.15
C 9.362191 13.568897 14.730110 -0.31 0.18 1.00
C 10.126124 14.852371 14.880227 -0.22 0.16 -1.07
O 11.405060 14.642596 15.443849 -0.37 0.08 0.96
C 11.348368 14.522513 16.883822 0.01 -0.15 -0.51
H 8.291395 9.224372 16.724586 -0.31 -0.67 0.40
H 7.167837 10.501975 17.493294 0.16 -0.51 -0.47
H 8.890145 10.662638 17.610713 0.36 -0.39 0.47
H 9.149662 9.491375 14.658147 -0.17 0.02 0.51
H 10.140910 10.700605 15.591886 0.23 -0.44 -0.53
H 8.215100 11.556051 13.499034 0.40 0.61 0.08
H 9.615739 10.851445 12.862110 0.59 -0.43 -0.13
H 10.961385 12.422379 14.320589 -0.13 -0.11 -0.27
H 9.136548 13.270478 15.766412 0.14 -0.70 -0.13
H 8.381171 13.699127 14.290378 -0.24 0.51 -0.17
H 9.570779 15.588297 15.467879 -0.08 0.03 0.05
H 10.255080 15.224778 13.863570 0.41 0.36 0.02
H 12.373349 14.782692 17.168457 -0.45 -0.02 0.54
H 11.098240 13.503639 17.221505 0.29 0.01 -0.29
H 10.561126 15.152246 17.353921 0.68 0.21 -0.44
C 16.291098 20.314066 19.951941 0.30 -1.07 0.64
O 17.010947 20.160427 21.207541 -0.74 -0.51 -1.06
C 17.511246 18.823304 21.422289 -0.84 0.49 0.09
C 18.474122 18.381287 20.367431 1.61 1.18 0.11
N 19.650475 19.284135 20.365189 -0.55 -0.13 0.26
C 20.654881 18.847333 19.431677 1.05 1.09 0.32
C 21.906769 19.752062 19.545476 -1.20 0.63 -0.53
O 22.918133 19.368724 18.675026 1.15 -0.83 -0.14
C 22.776930 19.846722 17.361283 -0.47 -0.79 -0.16
H 15.865218 21.298452 19.945932 0.33 0.69 -0.16
H 15.397699 19.664769 19.828968 0.58 -0.22 0.42
H 16.985427 20.093023 19.126200 -0.39 0.50 -0.01
H 16.678875 18.097062 21.469173 0.15 0.32 0.11
H 18.020862 18.922219 22.376932 0.02 -0.33 0.13
H 18.000460 18.315023 19.386024 -0.07 -0.20 -0.08
H 18.951733 17.441486 20.626023 -0.57 -0.58 0.03
H 19.400677 20.266885 20.237063 -0.05 -0.45 -0.09
H 20.266694 18.801580 18.421732 0.05 -0.10 -0.62
H 21.088012 17.894197 19.700626 -0.48 -0.70 0.12
H 22.274565 19.657418 20.559556 0.14 0.12 0.18
H 21.649902 20.811894 19.334756 -0.06 -0.23 0.33
H 22.878700 20.923021 17.376723 0.14 0.42 -0.42
H 21.796351 19.557157 16.983702 -0.31 0.31 -0.17
H 23.474616 19.338846 16.672438 0.12 0.44 0.67
C 17.278322 25.850523 17.935102 -0.45 -0.44 1.60
O 16.360919 24.904288 18.499885 -0.06 0.24 -0.49
C 15.913062 25.243499 19.794470 0.99 0.06 0.02
C 15.187745 24.107133 20.415957 0.80 -1.57 0.93
N 14.597616 24.555855 21.647910 -1.36 0.11 1.30
C 13.715959 23.557060 22.306154 0.08 0.56 -0.26
C 14.422595 22.336925 22.860680 0.00 -0.36 -0.06
O 15.382646 22.769030 23.771451 0.16 0.56 1.02
C 16.170926 21.728651 24.325392 -0.56 0.49 -0.32
H 17.982192 26.103646 18.724370 0.45 0.12 0.09
H 16.788352 26.796310 17.681561 -0.04 -0.26 -0.57
H 17.821437 25.323688 17.166099 -0.14 0.27 -0.58
H 15.294048 26.126327 19.842126 -0.36 0.54 -0.40
H 16.785243 25.433100 20.445998 0.00 0.22 -0.19
H 15.928370 23.300867 20.627027 -0.08 0.25 -0.29
H 14.452336 23.629178 19.774242 -0.37 0.41 -0.19
H 15.254295 24.948943 22.333075 -0.17 -0.49 -0.61
H 12.990594 23.243497 21.556318 -0.03 -0.20 -0.06
H 13.098669 24.023264 23.105721 0.68 -0.12 -0.35
H 14.988394 21.769416 22.128433 -0.29 -0.23 -0.77
H 13.694340 21.638925 23.315157 0.04 0.20 0.01
H 16.952233 22.257505 24.855255 0.40 -0.24 0.10
H 16.558191 21.125173 23.490995 0.10 -0.18 0.46
H 15.584788 21.143345 25.057213 0.19 -0.08 -0.37
C 7.889699 11.781058 20.767806 -0.03 0.31 -0.29
O 8.280919 12.651318 19.712126 0.04 -1.38 0.09
C 8.135674 14.022455 19.918424 0.24 0.21 0.85
C 9.323617 14.581793 20.738562 -0.64 -0.22 -0.69
N 9.111681 15.993844 21.022737 -0.43 -0.19 0.23
C 8.304111 16.246351 22.221693 -0.61 0.19 -0.34
C 8.336618 17.702236 22.673270 0.04 -0.66 0.80
O 9.505123 17.964772 23.400776 1.59 0.74 0.61
C 9.523085 17.626806 24.783877 -1.25 0.18 -0.22
H 7.976946 10.774111 20.379032 -0.03 -0.19 -0.10
H 6.857817 11.949084 21.087509 -0.14 0.13 -0.16
H 8.502368 11.842538 21.666050 0.30 0.25 0.02
H 7.219729 14.212677 20.501556 0.02 0.13 -0.19
H 8.012075 14.443099 18.927782 0.20 0.45 -0.11
H 10.294193 14.377419 20.256839 -0.40 0.41 -0.22
H 9.327567 13.952032 21.621939 0.13 0.03 0.70
H 9.988410 16.481110 21.051356 0.58 0.26 0.27
H 8.569703 15.593497 23.061801 0.22 -0.02 0.08
H 7.245634 16.028380 22.036528 0.08 -0.18 -0.33
H 7.498422 17.910101 23.368712 -0.09 -0.01 -0.69
H 8.368092 18.381141 21.817485 -0.33 -0.04 0.04
H 10.363061 18.118503 25.276769 0.32 -0.49 -0.40
H 9.468499 16.533635 24.907854 0.43 0.31 0.23
H 8.646517 18.059201 25.311577 0.02 -0.20 -0.39
```
Forces are in eV/Å.

electronic energy	-119473.7890	eV
relative energy (zero: lowest compared OMol25 entry of this formula, charge and spin)	22.95	kcal/mol
orbital gap	8.8	eV
spin multiplicity	1
SMILES	COC[C@H](C)N.COC[C@H](C)N.COC[C@H](C)N.COC[C@H](C)N.COC[C@H](C)N.COC[C@H](C)N.COCCNCCOC.COCCNCCOC.COCCNCCOC.COCCNCCOC.COCCNCCOC.COCCNCCOC